Below is a gas-phase ion, C2H6NO (charge -1) in a non-equilibrium geometry, with properties calculated with ωB97M-V/def2-TZVPD.

XYZ file:
```
10
C2H6NO, DFT ωB97M-V/def2-TZVPD
C -0.2812 -0.3811 0.8059
O 0.4801 -1.2997 1.4490
C -0.1968 0.0355 -0.7228
N 0.1902 1.3906 -1.2890
H -1.2803 -0.5039 0.9538
H -0.0331 0.5831 1.4126
H 0.6299 -0.5586 -1.1062
H -1.2660 -0.3182 -1.2580
H -0.1757 1.2670 -2.2024
H -0.1784 2.2675 -0.8674
```

Its energy above the lowest of the compared OMol25 structures with the same formula, charge and spin is 158.30 kJ/mol. The total charge is -1. The LUMO energy is 4.555 eV. As for the gap between HOMO and LUMO: 6.4009 eV. The spin multiplicity is 1. As for the total energy: -209.7172 Eh.

=====

Below is a molecular structure, C51H41ClCsN7O4PS3 in a non-equilibrium geometry, with properties calculated with ωB97M-V/def2-TZVPD.

XYZ file:
```
109
C51H41ClCsN7O4PS3, DFT ωB97M-V/def2-TZVPD
Cs -0.3501 0.2457 0.8934
Cl 3.1594 4.8827 4.8097
C 2.4273 3.3898 4.2926
C 1.3448 2.8714 5.0153
C 0.7813 1.6926 4.6330
C 1.2053 0.9548 3.4763
O 0.6291 -0.0954 3.1196
C 2.3678 1.5001 2.8026
C 3.0659 0.7196 1.8499
N 2.6357 -0.3855 1.3713
C 3.3301 -1.3977 0.8288
C 4.4094 -2.0071 1.4262
C 4.9294 -3.2458 0.9542
C 4.4717 -3.8535 -0.1606
C 3.4706 -3.1735 -0.9794
C 3.6788 -3.1354 -2.5014
C 2.4391 -3.7291 -1.9512
C 1.4072 -2.5945 -1.9983
N 1.5903 -1.8043 -0.7971
C 2.7560 -2.0388 -0.3337
C 2.9369 2.7146 3.2194
H 0.9675 3.4102 5.8729
H -0.0314 1.2673 5.2015
H 4.0575 1.1020 1.5573
H 4.8202 -1.5686 2.3257
H 5.7325 -3.6963 1.5237
H 4.8992 -4.7787 -0.5227
H 4.4867 -3.7568 -2.8689
H 2.1630 -4.7702 -2.0225
H 0.3663 -2.9003 -2.1059
H 3.7991 3.1018 2.6898
C -4.6466 0.2052 1.9583
C -4.3007 -0.9892 2.7478
N -3.2154 -1.6481 2.6571
C -3.1345 -2.6963 3.5218
C -4.2392 -2.8564 4.3126
S -5.4107 -1.6477 3.9633
C -1.9153 -3.4783 3.5561
C -1.5176 -4.3256 4.5539
S 0.0480 -4.9495 4.2188
C 0.0543 -4.0155 2.7238
N -1.0169 -3.3460 2.5420
C 1.2230 -4.0052 1.8275
H -3.8106 0.4607 1.3156
H -4.8624 1.0509 2.6075
H -5.5245 0.0201 1.3420
H -4.4374 -3.5978 5.0600
H -2.0268 -4.6022 5.4549
H 1.8675 -4.8634 1.9922
H 1.7917 -3.0962 2.0153
H 0.8939 -3.9722 0.7932
O -2.4877 -2.3273 -0.3315
N -1.8706 -1.9758 -1.5059
C -2.6025 -2.0518 -2.5381
C -2.0847 -1.7240 -3.8513
C -2.6980 -2.2756 -4.9786
C -2.2234 -2.0062 -6.2456
C -1.1272 -1.1713 -6.4037
C -0.5369 -0.5924 -5.2959
C -1.0017 -0.8515 -4.0096
P -0.3285 0.0751 -2.5611
C 1.4403 -0.2626 -2.7696
C 2.3120 0.6133 -2.2358
C 3.7293 0.3816 -2.2494
C 4.2408 -0.7364 -2.7630
C 3.3903 -1.8591 -3.2763
C 1.8586 -1.6519 -3.1543
C -0.4099 1.6964 -3.4448
C -1.6920 2.2150 -3.6137
C -1.8861 3.4523 -4.2005
C -0.8024 4.2015 -4.6319
C 0.4729 3.6759 -4.5128
C 0.6642 2.4327 -3.9362
H -1.8454 -2.1569 0.3796
H -3.6378 -2.3934 -2.4748
H -3.5547 -2.9238 -4.8518
H -2.7041 -2.4415 -7.1111
H -0.7482 -0.9613 -7.3945
H 0.2966 0.0830 -5.4308
H 1.9536 1.5313 -1.7872
H 4.3798 1.1584 -1.8703
H 5.3094 -0.9004 -2.8079
H 3.6618 -2.0487 -4.3247
H 1.3620 -1.9596 -4.0821
H -2.5383 1.6397 -3.2664
H -2.8873 3.8434 -4.3103
H -0.9478 5.1828 -5.0645
H 1.3310 4.2359 -4.8631
H 1.6688 2.0416 -3.8814
O -3.4324 2.7032 -0.5225
C -3.1434 1.5485 -0.7843
O -2.0168 0.9922 -0.7691
H -3.9987 0.8547 -1.0887
N -0.3743 3.1894 -0.4755
C -0.7936 3.5907 0.7383
N -1.1581 2.8008 1.6787
C -1.5195 3.4614 2.8098
C -2.0410 2.8749 3.9559
C -2.3708 3.6811 5.0276
C -2.1955 5.0603 4.9728
C -1.7026 5.6691 3.8304
C -1.3765 4.8658 2.7549
S -0.8015 5.3237 1.1765
H -0.8505 2.3004 -0.7326
H -0.4487 3.8800 -1.2115
H -2.1803 1.8048 3.9815
H -2.7750 3.2330 5.9259
H -2.4544 5.6682 5.8291
H -1.5892 6.7410 3.7683
```

Its energy above the lowest of the compared OMol25 structures with the same formula, charge and spin is 493.41 kJ/mol. The total charge is -1. The LUMO energy is 1.951 eV. As for the gap between HOMO and LUMO: 6.2853 eV. The spin multiplicity is 1. As for the total energy: -4668.5526 Eh.

=====

Below is a molecular structure, C37H24AuCl5GeN2, with properties calculated with ωB97M-V/def2-TZVPD.

XYZ file:
```
70
C37H24AuCl5GeN2, DFT ωB97M-V/def2-TZVPD
Au 0.0583 0.0771 -0.1980
Cl -3.0827 0.5338 1.0429
C -1.8611 0.1622 2.2252
C -0.5684 -0.0040 1.7694
C 0.3916 -0.3468 2.7209
Cl 1.9870 -0.7307 2.1792
C 0.0803 -0.4936 4.0621
Cl 1.2997 -0.9678 5.1894
C -1.2339 -0.3057 4.4906
Cl -1.6350 -0.5091 6.1583
C -2.2171 0.0159 3.5630
Cl -3.8556 0.2150 4.0653
C -2.8992 -3.8617 3.4224
C -3.6138 -3.5966 2.2639
C -2.9519 -3.1881 1.1120
C -1.5672 -3.0291 1.0896
C -0.8668 -3.3107 2.2650
C -1.5170 -3.7231 3.4185
Ge -0.6483 -2.2830 -0.4891
C -1.9230 -2.4461 -1.9743
C -2.3538 -1.3439 -2.7076
C -3.2487 -1.4945 -3.7599
C -3.7247 -2.7526 -4.0970
C -3.3012 -3.8635 -3.3786
C -2.4071 -3.7057 -2.3293
C 0.8265 -3.5092 -0.9398
C 1.5409 -3.2708 -2.1164
C 2.6377 -4.0456 -2.4621
C 3.0408 -5.0864 -1.6357
C 2.3315 -5.3501 -0.4736
C 1.2355 -4.5664 -0.1311
H -3.4137 -4.1690 4.3246
H -4.6928 -3.6956 2.2583
H -3.5314 -2.9676 0.2221
H 0.2119 -3.1958 2.2914
H -0.9467 -3.9196 4.3194
H -1.9653 -0.3609 -2.4699
H -3.5692 -0.6254 -4.3221
H -4.4199 -2.8697 -4.9198
H -3.6644 -4.8510 -3.6377
H -2.0799 -4.5820 -1.7777
H 1.2366 -2.4619 -2.7716
H 3.1806 -3.8306 -3.3748
H 3.9037 -5.6876 -1.8960
H 2.6312 -6.1670 0.1723
H 0.6930 -4.7957 0.7792
N 1.3648 7.4486 0.4312
C 1.1768 6.3161 0.3473
C 0.9426 4.9049 0.2427
C -0.2377 4.4313 -0.3280
C -0.4486 3.0664 -0.4325
C 0.4931 2.1358 0.0162
C 1.6584 2.6389 0.5982
C 1.8926 3.9995 0.7112
H -0.9800 5.1346 -0.6839
H -1.3747 2.7197 -0.8769
H 2.4065 1.9600 0.9903
H 2.8055 4.3676 1.1623
N 0.6284 0.0247 -2.1485
C 1.9224 0.0387 -2.4633
C 2.2690 0.0167 -3.8490
C 3.5811 -0.0322 -4.2612
C 4.6154 -0.0457 -3.3247
C 4.3154 -0.0131 -1.9623
C 3.0068 0.0273 -1.5369
H 1.4522 0.0283 -4.5596
H 3.8128 -0.0606 -5.3194
H 5.6463 -0.0848 -3.6533
H 5.1181 -0.0301 -1.2349
H 2.7698 0.0313 -0.4819
```

Its energy above the lowest of the compared OMol25 structures with the same formula, charge and spin is 164.62 kJ/mol. The total charge is -1. The LUMO energy (spin up / spin down) is 2.298 / 1.726 eV. As for the gap between HOMO and LUMO (spin up / spin down): 7.1677 / 7.1073 eV. The spin multiplicity is 2. Its expectation value of S² is 0.7986. As for the total energy: -6047.4789 Eh.

=====

Below is a molecular structure, C11H14BF3N6Pt in a non-equilibrium geometry, with properties calculated with ωB97M-V/def2-TZVPD.

XYZ file:
```
36
C11H14BF3N6Pt, DFT ωB97M-V/def2-TZVPD
H 2.4654 -1.6556 -2.1872
N 1.0702 -0.1760 -1.6120
B -0.2748 1.9722 -1.2764
N 0.7412 1.0825 -2.0532
C 1.4814 1.3446 -3.1494
Pt 0.2384 -1.1745 -0.0871
H 1.3507 2.2780 -3.6712
C 2.3206 0.2608 -3.3831
H 3.0491 0.1555 -4.1613
C 2.0495 -0.6839 -2.3981
H -0.5041 3.0214 -1.8038
C 0.4800 -2.8388 4.7141
H 0.0689 -3.8511 4.7572
H 0.0103 -2.2919 3.8921
H 0.2746 -2.3218 5.6557
N 0.3534 2.1228 0.1697
N -1.5396 1.0836 -1.0618
N 0.6482 0.9951 0.8663
N -1.4470 -0.1810 -0.5318
C 0.6698 3.2097 0.9321
C -2.8459 1.3532 -1.2636
H 0.5143 4.2024 0.5651
H -3.1339 2.2924 -1.7061
C 1.1748 2.7266 2.1567
C -3.5928 0.2718 -0.8138
C 1.1387 1.3075 2.0589
C -2.6914 -0.6814 -0.3480
H 1.5147 3.2869 2.9811
H -4.6607 0.1730 -0.8130
H 1.4273 0.5313 2.7529
H -2.8285 -1.6544 0.0972
H 1.5102 -2.8858 4.5532
F -0.9309 -3.7435 0.0569
C -0.1700 -2.9685 -0.8010
F 0.9633 -3.7043 -1.1011
F -0.8956 -2.8593 -1.9859
```

Its energy above the lowest of the compared OMol25 structures with the same formula, charge and spin is 0.00 kJ/mol. The total charge is +2. The LUMO energy (spin up / spin down) is -7.374 / -11.953 eV. As for the gap between HOMO and LUMO (spin up / spin down): 8.3702 / 3.8554 eV. The spin multiplicity is 5. Its expectation value of S² is 6.0528. As for the total energy: -1199.0823 Eh.